# C17H20N8

A structure of composition C17H20N8 at a distorted geometry (ωB97M-V/def2-TZVPD, the Open Molecules 2025 dataset).

Each line ends with the natural charge from an NBO analysis.
CARTESIAN COORDINATES (ANGSTROEM)
C (1.53807, 0.90736, -2.40381)  -0.20
C (1.87778, -0.41960, -2.33023)  -0.23
C (2.39552, -0.84068, -1.08941)  -0.18
C (2.72651, 0.06347, -0.09380)  -0.05
C (2.40965, 1.29152, -0.43041)  -0.21
C (1.85153, 1.77813, -1.41495)  -0.22
H (1.60079, 2.88722, -1.49948)  0.23
H (2.44881, 1.97260, 0.52961)  0.19
C (3.34253, -0.50951, 1.27891)  -0.17
N (2.57322, -1.44044, 1.81102)  -0.29
C (1.21715, -1.54911, 2.56292)  0.36
N (1.05486, -2.87485, 2.85140)  -0.30
N (2.24261, -3.46085, 2.30988)  -0.02
N (2.97882, -2.68849, 2.03020)  0.00
C (0.40080, -0.42158, 2.41592)  -0.24
N (-0.72233, -0.42198, 1.81059)  -0.44
C (-0.47435, -0.77343, 0.24594)  -0.29
C (-1.82272, -1.05363, -0.34246)  -0.25
N (-2.85765, 0.05805, -0.31585)  -0.40
C (-2.62289, 1.07568, -1.17713)  0.55
N (-3.13789, 2.11995, -1.06660)  -0.52
C (-3.10258, 3.12815, -1.82733)  0.13
C (-2.69333, 2.80103, -3.17843)  -0.34
C (-2.06573, 1.60749, -3.27515)  0.00
N (-2.26766, 0.37835, -2.46722)  -0.43
H (-1.75091, 1.19910, -4.40174)  0.20
H (-2.50500, 3.55135, -4.22181)  0.24
H (-3.71936, 4.00388, -1.73678)  0.20
C (-2.85677, 0.54521, 1.13942)  -0.26
H (-3.52612, 1.48795, 1.04878)  0.26
C (-1.73037, 0.63669, 1.84049)  -0.21
H (-1.81680, 0.81260, 2.78287)  0.22
H (-1.16038, 1.58731, 1.36385)  0.11
H (-3.41977, -0.31586, 1.46586)  0.21
H (-1.65938, -1.36146, -1.43919)  0.27
H (-2.61064, -1.91966, 0.26227)  0.22
H (-0.04233, -1.92414, 0.23112)  0.26
H (0.01463, 0.12859, -0.04461)  0.21
H (0.94108, 0.58187, 2.20621)  0.17
H (0.13352, -0.19752, 3.73473)  0.19
H (4.37644, -0.61600, 1.12047)  0.26
H (3.49588, 0.54737, 2.23612)  0.15
H (3.00219, -1.90858, -0.86818)  0.21
H (1.97459, -1.18913, -3.08082)  0.23
H (1.09462, 0.97755, -3.28441)  0.22

Its lowest unoccupied orbital energy is -0.383 eV. Its HOMO energy is -0.314 Eh. Its total energy is -1097.213251 hartree. Its largest force on an atom is 17.13 eV Å⁻¹. The relative energy (zero: lowest compared OMol25 entry of this formula, charge and spin) is 1471.4 kJ/mol.

---

# C23H49EuN2OP3Se

A structure of composition C23H49EuN2OP3Se at a distorted geometry (ωB97M-V/def2-TZVPD, the Open Molecules 2025 dataset).

Each line ends with the Mulliken charge.
CARTESIAN COORDINATES (ANGSTROEM)
Eu (0.39084, 0.83722, 0.58870)  0.87
P (0.29473, -1.99159, 1.59518)  1.01
P (2.49660, -0.42509, -1.16379)  0.63
P (-2.56127, 0.35940, 0.58919)  0.71
H (-1.39019, 2.41141, -7.81420)  0.39
C (-2.10021, 3.16813, -7.43724)  -0.64
C (-1.64801, 4.16309, -6.64662)  -0.50
H (-0.56233, 4.33705, -6.50877)  0.28
C (-0.17285, -3.52677, 0.71609)  -1.27
C (1.93441, -2.46592, 2.26424)  -1.13
C (-0.74200, -2.13562, 3.10060)  -1.03
C (2.38799, 0.40790, -2.80744)  -1.08
C (4.28734, -0.19677, -0.79278)  -1.35
C (2.50356, -2.19025, -1.69813)  -0.95
C (-3.33939, 1.35006, -0.75724)  -1.13
C (-3.49376, 0.99246, 2.04880)  -1.27
C (-3.39728, -1.25914, 0.29912)  -0.89
H (-3.14313, 2.97388, -7.67240)  0.28
H (-2.30690, 4.84470, -6.10264)  0.28
H (0.00199, -4.38418, 1.37800)  0.53
H (0.42497, -3.62456, -0.20027)  0.29
H (-1.23487, -3.47441, 0.43688)  0.32
H (1.83240, -3.41032, 2.81882)  0.50
H (2.30453, -1.68718, 2.94274)  0.27
H (2.66015, -2.59517, 1.44679)  0.29
H (-0.60449, -3.13856, 3.53250)  0.50
H (-1.80273, -1.98866, 2.84752)  0.23
H (-0.44879, -1.37775, 3.83840)  0.23
H (3.34081, 0.33918, -3.35487)  0.43
H (2.15042, 1.46787, -2.63342)  0.39
H (1.57140, -0.02664, -3.40386)  0.33
H (4.91108, -0.78107, -1.48963)  0.48
H (4.48818, -0.52537, 0.23811)  0.33
H (4.54407, 0.87020, -0.86869)  0.41
H (3.46273, -2.43233, -2.17954)  0.52
H (1.67499, -2.36578, -2.40367)  0.14
H (2.34831, -2.84741, -0.83018)  0.22
H (-4.41206, 1.51583, -0.56424)  0.41
H (-3.19530, 0.83801, -1.72090)  0.30
H (-2.82357, 2.32073, -0.80763)  0.40
H (-4.57364, 1.04954, 1.83301)  0.48
H (-3.11801, 1.99548, 2.30506)  0.37
H (-3.32461, 0.33610, 2.91630)  0.31
H (-4.48535, -1.17494, 0.46153)  0.48
H (-2.98748, -2.02667, 0.97161)  0.24
H (-3.19467, -1.57778, -0.73543)  0.13
C (-1.54789, -0.75154, -3.99391)  0.87
C (-1.32645, 0.58692, -4.34511)  -0.37
C (-1.81528, 1.04858, -5.55337)  -0.02
C (-2.58064, 0.26308, -6.42182)  -0.32
C (-2.87037, -1.05405, -6.02257)  -0.80
C (-2.37410, -1.55345, -4.80774)  -0.84
Se (-0.77680, -1.42699, -2.36274)  0.20
H (-0.65269, 0.04626, -2.00369)  -0.15
H (-0.77621, 1.27426, -3.69607)  0.24
H (-1.58394, 2.07701, -5.78195)  -0.01
H (-2.96845, 0.66446, -7.37411)  0.30
H (-3.49395, -1.67361, -6.66747)  0.39
H (-2.59864, -2.56125, -4.46260)  0.43
C (-0.63658, 1.79867, 4.48564)  -0.66
N (0.78430, 1.88941, 4.74619)  0.15
C (1.22342, 2.55690, 5.96676)  -0.53
C (2.59330, 2.04825, 6.32844)  -0.68
C (3.49987, 2.26363, 5.14053)  -0.56
N (2.95157, 1.57120, 3.98568)  0.23
C (3.87252, 1.23915, 2.91503)  -0.77
C (1.62286, 1.46123, 3.78906)  0.26
O (1.14849, 1.02070, 2.68188)  -0.54
H (-0.97061, 2.47818, 3.67334)  0.22
H (-1.17346, 2.05907, 5.41018)  0.34
H (-0.92419, 0.77663, 4.16985)  0.13
H (1.30010, 3.64505, 5.78192)  0.27
H (0.46533, 2.35903, 6.73392)  0.41
H (2.55074, 0.99116, 6.58522)  0.31
H (2.97853, 2.60425, 7.18390)  0.37
H (4.51161, 1.86679, 5.29639)  0.36
H (3.55324, 3.34686, 4.93435)  0.30
H (4.17959, 2.13227, 2.33937)  0.35
H (4.76490, 0.76710, 3.36350)  0.35
H (3.40277, 0.53037, 2.22122)  0.02

Its lowest unoccupied orbital energy (alpha / beta) is -12.287 / -9.554 eV. The spin multiplicity is 7. Its HOMO energy (alpha / beta) is -0.555 / -0.555 Eh. Its total energy is -5225.383773 hartree. As for the total charge: +3. Its largest force on an atom is 2.41 eV Å⁻¹.

---

# C5H17N2O4

A cluster of 4 separate species, C5H17N2O4 in total at a distorted geometry (ωB97M-V/def2-TZVPD, the Open Molecules 2025 dataset).

Each line ends with the natural charge from an NBO analysis.
CARTESIAN COORDINATES (ANGSTROEM)
C (2.38929, -0.31707, 1.26841)  -0.08
O (2.80739, 0.70995, 0.27698)  -0.77
C (1.22938, -1.13594, 0.48186)  -0.41
C (-0.15991, -0.75599, 1.01470)  -0.44
C (-1.07755, -1.12545, -0.04112)  0.17
C (-1.30315, -2.45197, -0.34850)  -0.30
N (-2.38938, -2.77440, -1.46829)  -0.87
N (-1.64701, -0.05466, -0.72074)  -1.01
H (2.02186, 0.33002, 2.09800)  0.18
H (3.24726, -0.99403, 1.42642)  0.18
H (1.31610, -2.21354, 0.40305)  0.21
H (1.32399, -0.93109, -0.65288)  0.20
H (-0.25871, 0.26070, 1.37942)  0.21
H (-0.24866, -1.40904, 1.97735)  0.20
H (-0.94737, -3.32463, -0.09034)  0.17
H (-2.06522, -2.30986, -2.32837)  0.33
H (-3.11338, -2.41126, -1.10529)  0.32
H (-2.24295, -0.22645, -1.43004)  0.33
H (0.93160, 0.70398, -1.97494)  0.46
H (-1.73698, 2.61829, 0.55595)  0.44
H (-1.75537, 1.73470, -0.52580)  0.50
O (-1.67013, 2.68647, -0.40428)  -0.99
H (1.52570, 2.78959, 0.97141)  0.48
H (0.14540, 3.37536, 0.63789)  0.48
O (0.95668, 3.61376, 1.04813)  -0.97
H (-0.06028, 1.16274, -0.78744)  0.51
H (2.12311, 0.97810, -0.21818)  0.48
O (0.65832, 1.47172, -1.44338)  -1.01

Its lowest unoccupied orbital energy is 3.546 eV. Its HOMO energy is -0.115 Eh. Its total energy is -611.099420 hartree. As for the total charge: -1. Its largest force on an atom is 9.67 eV Å⁻¹. The relative energy (zero: lowest compared OMol25 entry of this formula, charge and spin) is 300.1 kJ/mol.

---

# C36H106N6O20

A cluster of 14 separate species, C36H106N6O20 in total at a distorted geometry (ωB97M-V/def2-TZVPD, the Open Molecules 2025 dataset).

Each line ends with the Mulliken charge.
CARTESIAN COORDINATES (ANGSTROEM)
C (5.94522, -3.80678, -3.65563)  -0.79
O (5.01956, -4.81718, -3.51856)  -0.29
C (5.52308, -6.08874, -3.02194)  -0.62
C (4.31277, -7.03138, -2.65712)  -0.52
N (3.20392, -6.87166, -3.63094)  -0.20
C (1.81490, -7.17314, -3.22481)  -0.84
C (1.46387, -8.63942, -3.62311)  -0.45
O (1.36451, -8.80677, -4.99856)  -0.31
C (0.62241, -9.95474, -5.41456)  -0.78
H (6.31909, -3.46215, -2.69149)  0.29
H (5.71416, -2.91172, -4.23320)  0.25
H (6.78365, -4.32975, -4.11564)  0.33
H (6.18035, -6.06186, -2.15282)  0.37
H (6.15799, -6.46289, -3.82505)  0.42
H (3.89756, -6.68738, -1.70981)  0.30
H (4.62904, -8.06098, -2.48982)  0.25
H (3.10709, -5.94842, -4.02888)  0.21
H (1.09633, -6.48752, -3.67390)  0.41
H (1.73544, -6.94729, -2.16142)  0.42
H (0.42395, -8.69458, -3.30123)  0.37
H (2.08261, -9.36359, -3.09316)  0.28
H (-0.41636, -9.84313, -5.10376)  0.31
H (0.97815, -10.82375, -4.86106)  0.30
H (0.51844, -10.32374, -6.43492)  0.30
C (-5.44316, 1.85106, 3.88429)  -0.80
O (-5.84557, 0.55941, 3.71090)  -0.28
C (-7.26370, 0.46416, 3.56743)  -0.58
C (-7.59955, -1.05750, 3.53086)  -0.55
N (-8.94609, -1.48762, 2.97548)  -0.46
C (-10.00727, -0.72432, 3.64258)  -0.45
C (-11.39764, -1.33244, 3.18936)  -0.66
O (-12.49082, -0.70120, 3.88040)  -0.31
C (-13.78777, -1.26125, 3.57918)  -0.71
H (-4.35924, 1.89249, 3.99156)  0.28
H (-5.80215, 2.17564, 4.86096)  0.33
H (-5.68786, 2.63217, 3.16452)  0.30
H (-7.58539, 1.04316, 2.70176)  0.40
H (-7.85368, 0.89154, 4.37820)  0.36
H (-7.57711, -1.36405, 4.57663)  0.30
H (-6.76307, -1.49994, 2.98989)  0.38
H (-9.11957, -2.44277, 3.25420)  0.28
H (-9.96740, 0.35192, 3.47460)  0.29
H (-9.82764, -1.02743, 4.67406)  0.34
H (-11.45296, -2.40941, 3.34801)  0.31
H (-11.54532, -1.30494, 2.10976)  0.40
H (-14.47300, -0.88224, 4.33741)  0.23
H (-13.72184, -2.33859, 3.73110)  0.32
H (-14.12165, -0.92372, 2.59801)  0.28
C (-1.97727, -1.27068, -1.00882)  -0.73
O (-0.60501, -0.92511, -1.12921)  -0.34
C (0.38805, -1.96162, -1.05179)  -0.60
C (1.76140, -1.45020, -1.31126)  -0.70
N (2.10870, -0.30581, -0.37694)  -0.08
C (3.51752, 0.04959, -0.39898)  -0.64
C (3.80433, 1.31683, 0.51420)  -0.68
O (3.38686, 1.14396, 1.88094)  -0.28
C (4.04647, 0.10172, 2.69668)  -0.65
H (-2.61895, -0.73019, -0.31296)  0.23
H (-2.03249, -2.33940, -0.80178)  0.36
H (-2.39762, -1.03578, -1.98669)  0.24
H (0.11971, -2.73044, -1.77636)  0.49
H (0.36428, -2.56562, -0.14474)  0.36
H (1.77157, -1.12845, -2.35264)  0.24
H (2.54552, -2.19964, -1.20365)  0.42
H (1.45833, 0.45357, -0.51999)  0.16
H (3.70327, 0.33796, -1.43360)  0.43
H (4.18208, -0.74346, -0.05617)  0.36
H (3.33675, 2.20298, 0.08501)  0.29
H (4.85378, 1.54268, 0.70329)  0.39
H (5.13461, 0.16535, 2.70214)  0.31
H (3.65672, -0.89376, 2.48406)  0.18
H (3.71993, 0.24597, 3.72657)  0.24
C (-11.47382, -7.77819, -11.27928)  -0.74
O (-11.07029, -6.57040, -10.49930)  -0.30
C (-11.18051, -5.42349, -11.34577)  -0.38
C (-10.99656, -4.11382, -10.61367)  -0.92
N (-9.68767, -3.99957, -10.00312)  -0.24
C (-9.53582, -4.61771, -8.70032)  -0.59
C (-8.45830, -3.91410, -7.76601)  -0.62
O (-7.11780, -4.03452, -8.26458)  -0.31
C (-6.12872, -3.37825, -7.43986)  -0.68
H (-10.76019, -7.90605, -12.09321)  0.31
H (-12.54030, -7.79012, -11.50419)  0.29
H (-11.39477, -8.60202, -10.56996)  0.26
H (-12.15874, -5.41053, -11.82640)  0.40
H (-10.45073, -5.43651, -12.15531)  0.35
H (-11.85153, -4.02382, -9.94357)  0.36
H (-11.11626, -3.29825, -11.32684)  0.33
H (-8.89920, -4.29757, -10.55954)  0.22
H (-9.28979, -5.67639, -8.78263)  0.28
H (-10.54090, -4.66234, -8.28090)  0.44
H (-8.59573, -4.28022, -6.74858)  0.37
H (-8.66183, -2.86306, -7.56103)  0.36
H (-6.36477, -2.31849, -7.34338)  0.30
H (-5.10466, -3.36559, -7.81296)  0.27
H (-6.09694, -3.83067, -6.44870)  0.24
C (5.77189, 7.78883, 2.32860)  -0.76
O (4.96606, 8.65564, 1.52661)  -0.38
C (4.22284, 9.65686, 2.28414)  -0.31
C (3.54148, 10.62109, 1.29434)  -0.58
N (2.76340, 11.60723, 2.12757)  -0.45
C (1.57196, 11.12311, 2.74544)  -0.46
C (1.44094, 11.54283, 4.20966)  -0.59
O (2.76092, 11.45921, 4.89456)  -0.31
C (2.76266, 11.58694, 6.28821)  -0.75
H (5.06278, 7.12669, 2.82543)  0.31
H (6.54644, 8.29824, 2.90190)  0.29
H (6.27555, 7.11794, 1.63266)  0.28
H (4.88199, 10.19514, 2.96522)  0.32
H (3.45051, 9.17446, 2.88325)  0.29
H (2.92443, 10.04172, 0.60755)  0.31
H (4.33738, 11.14222, 0.76232)  0.30
H (3.37983, 11.83502, 2.89452)  0.30
H (1.55238, 10.03453, 2.79751)  0.27
H (0.72701, 11.51191, 2.17712)  0.32
H (0.68135, 10.97732, 4.74942)  0.42
H (1.05262, 12.56010, 4.25918)  0.33
H (3.80812, 11.61895, 6.59495)  0.23
H (2.19290, 10.74604, 6.68363)  0.30
H (2.34488, 12.48285, 6.74748)  0.30
C (11.22721, 0.56418, 2.48062)  -0.70
O (11.01491, 1.92510, 2.97353)  -0.43
C (10.39353, 2.00618, 4.29151)  -0.47
C (11.23229, 1.71028, 5.45111)  -0.42
N (10.51219, 1.45607, 6.69539)  -0.34
C (9.30263, 2.13769, 7.12921)  -0.62
C (9.53779, 3.67065, 7.27019)  -0.27
O (8.39503, 4.32067, 7.73707)  -0.40
C (7.24847, 4.33813, 6.83694)  -0.60
H (10.95724, -0.23852, 3.16683)  0.33
H (12.29547, 0.50926, 2.27113)  0.27
H (10.66725, 0.39771, 1.56038)  0.26
H (9.68772, 1.17626, 4.32558)  0.34
H (9.79796, 2.90849, 4.43024)  0.23
H (11.70714, 2.65307, 5.72269)  0.34
H (11.99787, 0.98363, 5.17914)  0.36
H (11.09762, 1.42927, 7.51798)  0.27
H (9.26093, 1.74357, 8.14461)  0.27
H (8.40946, 2.02439, 6.51480)  0.32
H (9.77197, 4.16475, 6.32726)  0.28
H (10.23370, 4.02888, 8.02879)  0.24
H (6.95810, 3.34721, 6.48784)  0.23
H (7.64048, 4.94591, 6.02145)  0.25
H (6.34894, 4.79510, 7.24940)  0.27
O (3.22852, 1.96045, -6.35532)  -0.64
H (3.23013, 2.43963, -5.52669)  0.32
H (2.76359, 1.14663, -6.16102)  0.31
O (5.90901, -0.73383, 8.85607)  -0.64
H (6.79901, -1.01713, 8.64662)  0.32
H (5.93841, -0.52005, 9.78862)  0.32
O (0.54016, -1.61394, 4.68563)  -0.63
H (0.36861, -0.70060, 4.45630)  0.32
H (1.03439, -1.56715, 5.50403)  0.31
O (1.51485, 3.72735, -3.19727)  -0.61
H (0.62259, 3.93567, -3.47425)  0.31
H (1.69103, 4.33469, -2.47870)  0.31
O (2.33884, -4.14645, 2.49913)  -0.64
H (1.81547, -3.44980, 2.89534)  0.33
H (2.88188, -3.69910, 1.85012)  0.30
O (-6.32975, -4.93016, -2.22998)  -0.64
H (-6.52306, -4.09735, -1.79952)  0.32
H (-6.88319, -4.93076, -3.01096)  0.32
O (-2.52953, 3.41034, -0.65582)  -0.61
H (-2.68566, 2.66549, -1.23636)  0.31
H (-3.25534, 4.00878, -0.83275)  0.31
O (0.54966, 2.24292, 2.40478)  -0.63
H (0.17683, 2.21716, 1.52355)  0.29
H (1.49640, 2.22005, 2.26558)  0.34

Its lowest unoccupied orbital energy is 0.130 eV. Its HOMO energy is -0.305 Eh. Its total energy is -3268.002804 hartree. Its largest force on an atom is 3.56 eV Å⁻¹. The relative energy (zero: lowest compared OMol25 entry of this formula, charge and spin) is 696.6 kJ/mol.